No. 1
17
Properties=species:S:1:pos:R:3:forces:R:3:mulliken_charge:R:1 method="wB97M-V/def2-TZVPD" de_lowest_kcal_mol=102.3 orbital_gap_ev=9.261 total_energy_ev=-9334.54944 max_force_ev_per_a=2.9 lumo_energy_ev=0.75
H 2.41597 0.83267 0.65032 1.2 -0.5 -0.4 0.3171
N 3.27792 0.25797 0.36213 -1.2 0.3 -1.2 -0.3265
N 3.13001 -0.21973 -0.78262 -1.1 0.9 0.0 -0.1959
H 2.16204 0.05699 -1.28259 2.0 -0.4 1.4 0.2606
C -1.10000 1.95528 -0.36411 1.1 -2.7 -0.3 -1.1942
C -1.41164 0.47606 -0.21432 0.6 -1.3 0.9 -0.2983
C -0.59644 -0.53859 0.20951 -0.8 2.0 -1.3 0.5685
C -1.05267 -1.94184 0.41070 0.5 -1.0 0.3 -1.1706
O 0.70175 -0.17498 0.44326 1.6 -1.3 1.0 -0.5611
H -0.59721 2.01352 -1.29937 0.7 0.5 -0.9 0.2822
H -1.91973 2.58571 -0.42770 -1.8 0.9 0.2 0.3871
H -0.42901 2.26565 0.39001 0.7 0.5 0.9 0.2911
H -2.37599 0.13537 -0.51791 -0.7 0.0 0.0 0.2989
H -0.49630 -2.81839 -0.16671 -1.4 2.0 0.9 0.2825
H -0.93354 -2.12598 1.48552 0.3 -0.4 0.0 0.3331
H -2.14894 -1.89008 0.34659 0.4 -0.6 -0.7 0.3190
H 1.37378 -0.86964 0.75727 -2.2 1.0 -0.6 0.4066

---

No. 2
14
Properties=species:S:1:pos:R:3:forces:R:3:mulliken_charge:R:1 method="wB97M-V/def2-TZVPD" smiles=Clc1ccccn1.C#N de_lowest_kcal_mol=12.7 orbital_gap_ev=10.571 total_energy_ev=-21804.21323 max_force_ev_per_a=8.8 lumo_energy_ev=0.90
Cl 1.80526 1.08030 -2.25816 -0.6 0.1 0.8 -0.1991
C 0.95399 0.75589 -0.71748 -1.2 1.6 -0.6 0.4199
C -0.22536 1.47592 -0.33287 1.8 -1.5 -1.5 -0.3528
C -0.80837 1.04572 0.83558 0.3 1.7 -1.0 -0.2253
C -0.22853 0.06410 1.61064 -0.7 0.9 -0.9 -0.4293
C 0.85562 -0.56055 1.09734 0.9 -2.9 2.0 -0.2112
N 1.43273 -0.20613 -0.01725 1.5 -0.7 -1.0 -0.5006
H -0.68961 2.14981 -1.04425 0.1 0.2 0.4 0.3585
H -1.66633 1.64796 1.03577 -0.8 -0.3 1.0 0.3691
H -0.69957 -0.18367 2.49594 -0.6 -0.8 1.7 0.4617
H 1.27300 -1.52475 1.60024 -0.6 1.9 -0.7 0.2841
C -0.66528 -1.89906 -1.39273 6.7 -5.6 0.2 0.0797
N -1.52690 -1.22720 -1.50106 -5.6 4.3 -0.5 -0.3235
H 0.18935 -2.61834 -1.41170 -1.3 1.2 0.2 0.2686

---

No. 3
56
Properties=species:S:1:pos:R:3:forces:R:3:mulliken_charge:R:1 method="wB97M-V/def2-TZVPD" orbital_gap_ev=7.534 total_energy_ev=-255337.85265 charge=+1 max_force_ev_per_a=1.0 lumo_energy_ev=-4.72
C 3.98356 2.44549 -1.43710 0.1 -0.1 0.1 -0.9451
C 3.39640 1.04585 -1.65594 0.1 0.3 0.2 -0.2329
N 3.61637 0.17807 -0.45478 0.2 -0.5 -0.2 -0.1367
C 2.73982 -0.86984 -0.30840 0.0 0.1 0.1 -0.5277
C 1.53862 -0.85606 0.44815 -0.3 -0.4 -0.2 0.8732
P 1.00006 0.70953 1.30778 0.0 0.5 -0.3 0.2340
N -0.48493 1.00184 1.06398 0.3 -0.4 0.6 -0.4042
O 1.95728 1.83191 0.70879 -0.5 -0.3 0.2 -0.3022
O 1.60765 0.52417 2.77337 -0.1 -0.2 -0.2 -0.5814
C 0.81328 -2.05365 0.56614 0.2 0.0 -0.2 0.3992
C -0.47315 -2.27980 1.32868 0.0 0.4 0.0 -1.4189
C -1.71485 -2.52003 0.41982 -0.1 -0.2 0.1 -0.8434
C -2.56126 -1.29435 0.08230 0.0 -0.1 -0.2 -0.6313
C -3.93417 -1.73612 -0.42750 -0.2 -0.3 0.2 -0.7009
O -4.54433 -0.75225 -1.26838 0.5 0.1 -0.3 -0.3820
C -4.66398 0.48783 -0.72991 -0.3 -0.2 -0.5 0.8269
C -4.73400 1.55760 -1.78251 -0.2 -0.2 0.0 -1.0034
O -4.68851 0.66775 0.45048 0.1 0.2 0.6 -0.5480
C 1.35560 -3.23082 -0.06284 -0.2 0.2 0.0 0.3738
C 0.72862 -4.59473 0.08922 -0.1 -0.1 0.1 -0.4598
C 1.01695 -5.55204 -1.05968 0.5 0.2 0.6 0.2170
O 0.24530 -5.78036 -1.90977 -0.6 -0.1 -0.8 -0.3976
Br 2.71818 -6.43601 -0.98350 0.2 -0.1 0.1 -0.1130
N 2.44151 -3.18409 -0.78750 0.1 0.0 0.0 -0.7101
N 3.02909 -2.04618 -0.88368 -0.1 -0.1 0.2 0.6602
F 4.15221 -2.11444 -1.62832 0.1 0.0 -0.1 -0.2273
H 4.65956 2.71567 -2.25051 -0.1 0.0 0.1 0.3346
H 4.55378 2.46576 -0.50538 -0.1 0.0 -0.1 0.3186
H 3.20570 3.20703 -1.35837 0.1 -0.1 0.0 0.0973
H 3.87263 0.56986 -2.51763 -0.2 -0.1 0.0 0.3988
H 2.31842 1.08363 -1.82431 0.1 0.0 -0.1 0.3166
H 4.56822 -0.17679 -0.44361 0.0 0.1 -0.1 0.3996
H -1.06342 1.08394 1.89347 -0.3 0.2 -0.3 0.2503
H 1.38118 2.53045 0.34275 0.1 0.1 0.0 0.2162
H 1.04509 -0.01226 3.35008 0.1 0.1 0.1 0.4081
H -0.32165 -3.16498 1.95594 0.0 0.1 -0.1 0.6012
H -0.68645 -1.44857 2.00166 0.0 0.0 -0.1 0.4082
H -2.35770 -3.23181 0.95464 0.1 0.1 0.0 0.4161
H -1.42288 -3.02267 -0.51089 -0.1 0.1 0.1 0.7396
H -2.09798 -0.70060 -0.71120 0.1 0.1 0.2 0.2556
H -2.69160 -0.67100 0.96149 0.1 0.1 0.0 0.3986
H -4.59580 -1.98736 0.40742 0.0 0.1 0.0 0.3022
H -3.84067 -2.62820 -1.05500 -0.1 0.2 0.0 0.4136
H -5.16577 1.16477 -2.70290 0.0 0.1 0.1 0.3449
H -5.31705 2.39924 -1.41162 0.1 0.0 0.0 0.3158
H -3.70961 1.87913 -1.99441 -0.1 0.0 0.0 0.2344
H -0.35742 -4.50944 0.12137 0.2 -0.1 0.1 0.3670
H 1.07723 -5.04879 1.02357 0.0 0.1 -0.1 0.3952
Br 0.71055 5.13457 -0.71888 0.0 -0.1 0.0 -0.1480
C 0.19414 5.89114 1.00104 0.1 0.0 0.0 -0.5856
C -0.45598 4.84268 1.86032 -0.1 -0.1 0.1 -0.2659
Br -2.26916 4.43134 1.30703 0.1 0.0 0.0 -0.0822
H -0.46164 6.73112 0.79688 0.0 0.0 0.0 0.4157
H 1.11610 6.24375 1.45679 0.0 0.0 0.0 0.3495
H -0.52882 5.16910 2.89513 0.0 0.1 0.0 0.4057
H 0.09968 3.90997 1.81629 0.0 0.0 0.1 -0.0403

---

No. 4
61
Properties=species:S:1:pos:R:3:forces:R:3:mulliken_charge:R:1 method="wB97M-V/def2-TZVPD" orbital_gap_ev=5.280 total_energy_ev=-64417.91084 charge=-1 max_force_ev_per_a=0.7 lumo_energy_ev=1.06
N -5.39935 -1.75836 0.10137 0.1 -0.1 0.0 -0.7491
C -4.46685 -1.13217 -0.86027 0.1 -0.1 0.1 0.1428
C -3.00831 -1.25037 -0.40259 0.0 -0.2 -0.4 -0.7206
C -2.08418 -0.09430 -0.84446 -0.3 -0.1 -0.2 -1.2273
C -1.64435 0.82612 0.25190 0.1 -0.2 0.3 0.2870
C -2.16107 2.11398 0.30210 -0.1 0.2 -0.1 -0.7565
C -1.79280 3.01060 1.28762 -0.1 0.1 0.0 -0.8457
C -0.88227 2.65807 2.26051 -0.1 0.0 0.1 -1.0697
C -0.31924 1.39080 2.22434 -0.2 0.3 0.0 0.6352
C -0.70783 0.47451 1.23673 0.3 -0.1 0.0 0.8803
C -0.05974 -0.86404 1.27859 0.1 -0.1 0.0 0.0802
O -0.57655 -1.88977 0.90304 -0.1 0.0 -0.2 -0.5907
C 1.31845 -0.91375 1.87451 -0.4 0.2 -0.2 0.2567
C 1.68550 0.01313 2.84128 0.2 -0.2 0.0 0.6811
C 2.93442 -0.05633 3.42887 -0.1 0.1 0.2 -1.3146
C 3.81819 -1.04596 3.04892 0.2 0.2 0.1 -0.1900
C 3.49365 -1.97558 2.07716 0.0 -0.1 -0.2 0.2765
C 4.43074 -3.07379 1.65419 0.2 0.4 -0.1 -1.3437
C 5.34526 -2.80472 0.43730 -0.2 -0.3 0.0 -0.7904
C 4.70484 -2.31436 -0.86162 0.4 0.0 -0.1 -0.7552
S 4.50939 -0.52094 -0.80982 -0.1 0.0 0.5 -0.1700
C 3.22605 -0.19431 -1.93439 0.0 -0.6 -0.4 0.4257
S 2.64550 -1.27972 -3.00944 -0.1 0.2 0.1 -0.2771
N 2.77735 1.10736 -1.84425 -0.1 0.0 0.0 0.1328
C 3.00655 2.01261 -0.81590 0.2 0.1 0.3 -0.1107
C 2.37915 3.14429 -1.17532 -0.2 0.2 -0.1 -0.6939
N 1.75558 2.99070 -2.40091 -0.1 0.4 0.1 -0.6002
C 1.99798 1.78266 -2.77016 -0.1 0.0 -0.2 -0.0997
C 2.23014 -1.88486 1.51575 0.1 -0.1 0.1 0.8230
F 1.91097 -2.78750 0.58352 0.0 -0.2 -0.2 -0.4414
C 0.70924 1.05837 3.23367 0.0 0.2 0.1 0.1045
O 0.79837 1.63157 4.30086 0.1 0.1 -0.1 -0.6470
H -4.87755 -2.13638 0.88200 0.0 0.1 0.1 0.2722
H -5.84245 -2.55936 -0.32611 -0.1 0.0 0.0 0.2561
H -4.56088 -1.66415 -1.80544 0.0 0.2 -0.3 0.2844
H -4.72251 -0.09170 -1.05563 -0.1 0.1 0.1 -0.1134
H -2.60121 -2.15961 -0.83995 0.1 -0.2 0.2 0.2871
H -2.96522 -1.39942 0.67258 0.0 0.1 0.2 0.3404
H -1.21084 -0.51211 -1.34441 0.1 0.0 0.0 0.3264
H -2.63422 0.50040 -1.57496 0.1 0.1 -0.1 0.6716
H -2.85008 2.43167 -0.46339 -0.3 -0.1 -0.3 0.7251
H -2.22334 4.00026 1.28069 0.0 0.1 0.0 0.4520
H -0.60571 3.36257 3.02937 0.1 -0.1 0.1 0.4826
H 3.19166 0.65895 4.19418 0.0 0.1 0.1 0.4869
H 4.78859 -1.07671 3.52415 0.1 -0.1 0.0 0.4507
H 5.09329 -3.26862 2.49539 0.0 -0.2 0.1 0.4610
H 3.84185 -3.97013 1.48188 0.0 -0.1 -0.1 0.3770
H 6.17682 -2.15596 0.70892 0.0 0.2 0.1 0.3316
H 5.79997 -3.76572 0.19640 0.1 -0.1 0.0 0.3771
H 5.38061 -2.50584 -1.69041 0.1 -0.1 -0.1 0.6015
H 3.77831 -2.82202 -1.10009 -0.3 0.2 0.1 0.3749
H 3.56861 1.78955 0.06961 0.0 -0.2 0.0 0.3823
H 2.32725 4.06604 -0.62845 0.0 0.1 0.1 0.4241
H 1.64693 1.35494 -3.68945 0.1 -0.3 0.0 0.3913
C -6.76174 1.87484 -2.77376 0.1 0.0 0.1 -0.9184
C -5.32739 2.02016 -3.33944 -0.1 0.0 0.0 0.5180
O -4.41059 2.18130 -2.49328 0.2 -0.1 0.3 -0.6330
O -5.22761 1.95956 -4.58024 0.0 0.0 0.0 -0.7478
H -6.77001 1.93606 -1.68475 0.0 0.0 0.0 0.2689
H -7.39741 2.66426 -3.18004 0.0 0.0 -0.1 0.3175
H -7.17991 0.91324 -3.07845 0.0 0.0 -0.1 0.2195

---

No. 5
47
Properties=species:S:1:pos:R:3:forces:R:3:mulliken_charge:R:1 method="wB97M-V/def2-TZVPD" de_lowest_kcal_mol=103.0 orbital_gap_ev=6.113 total_energy_ev=-55208.83891 max_force_ev_per_a=11.4 lumo_energy_ev=-1.95
Mg -1.29050 0.20872 -1.59115 2.4 -0.9 1.4 1.0947
C 0.49774 -0.52528 -0.51973 -8.1 4.1 -6.9 0.4140
O -0.14990 0.43517 0.05714 0.5 1.6 6.6 -0.1788
O -0.30966 -1.47884 -0.83250 -0.3 -5.3 2.2 -0.6821
O 0.77936 0.03420 -1.68295 6.0 0.6 -3.2 -0.6910
C -1.45278 -3.88663 0.47552 -1.0 -1.1 0.2 -0.3500
C -2.40692 -4.91997 0.95326 0.5 0.1 -0.5 0.1196
N -3.12195 -5.75644 1.27948 -0.1 0.1 0.1 -0.4147
H -1.47019 -3.87576 -0.61093 -0.1 0.2 0.0 0.2954
H -0.45360 -4.19656 0.76892 0.1 0.5 0.2 0.3078
H -1.81096 -2.94707 0.87983 0.6 0.3 -0.1 0.0092
C 1.44301 -0.45744 -4.64886 -0.8 0.9 -0.3 -0.3107
C 2.20403 -1.64798 -4.34026 -0.2 -0.2 0.1 0.2229
N 2.80918 -2.58725 -4.08169 0.0 0.0 -0.1 -0.4120
H 1.80945 0.38564 -4.06579 0.2 -0.1 0.0 0.0040
H 0.37962 -0.51311 -4.41025 0.1 -0.6 0.4 0.1049
H 1.40574 -0.20951 -5.71104 0.6 -0.1 -0.1 0.4133
C 0.93426 2.01236 2.80958 0.6 -0.1 -0.8 -0.5334
S 2.68115 2.49032 2.58852 0.5 0.4 0.8 0.3719
O 3.37321 1.80618 3.74418 -0.4 0.3 -1.2 -0.6243
C 3.00737 1.58684 1.04182 -0.7 -1.1 -0.6 -0.2774
H 0.95728 0.95073 2.57480 -0.5 -0.1 0.3 -0.0761
H 0.25781 2.52438 2.12602 0.2 0.0 -0.2 0.2697
H 0.64403 2.26784 3.82446 0.3 -0.2 0.1 0.4551
H 2.89709 0.52112 1.26167 -0.1 0.0 0.1 0.2823
H 3.93664 1.66413 0.47678 0.5 0.7 1.0 0.4531
H 2.27380 1.80502 0.26080 -0.4 0.1 0.5 -0.3634
C 0.02274 3.05500 -3.93319 -0.1 -0.5 -0.2 -0.4402
S -0.80921 3.31911 -2.34862 0.9 0.1 0.2 0.4279
O -1.53810 2.01720 -2.04631 -0.5 0.3 -0.6 -0.5423
C 0.72010 3.32842 -1.35630 -0.5 0.2 0.0 -0.4373
H 0.44445 2.04916 -3.91279 0.0 0.0 0.2 -0.2145
H 0.83453 3.76004 -4.10374 -0.1 0.2 0.3 0.3863
H -0.67647 3.12140 -4.76479 -0.2 0.1 0.2 0.3877
H 0.48290 3.30871 -0.29406 -0.3 -0.2 -0.1 0.0644
H 1.19183 4.29457 -1.54048 0.1 -0.1 -0.3 0.4384
H 1.31430 2.45600 -1.62353 0.0 0.0 0.0 0.0962
C -1.27966 -0.87347 2.80999 -1.1 0.9 -0.8 -0.9546
C -2.66879 -1.31295 3.24792 0.5 -0.3 0.2 0.6722
O -3.63941 -0.62586 3.01882 0.1 0.1 -0.1 -0.5871
C -2.80156 -2.62466 3.95881 0.1 -0.1 -0.1 -0.9035
H -0.78374 -0.28949 3.58480 0.0 -0.3 0.2 0.4557
H -1.52520 -0.17572 2.00599 0.5 0.1 0.0 0.2025
H -0.62233 -1.62089 2.37193 0.0 -0.3 0.4 0.3129
H -3.69205 -2.58946 4.58196 0.1 -0.2 0.1 0.3462
H -1.88773 -2.86894 4.50078 -0.1 0.1 0.2 0.3059
H -2.91088 -3.41899 3.21517 -0.2 0.0 0.0 0.0793

---

No. 6
19
Properties=species:S:1:pos:R:3:forces:R:3:mulliken_charge:R:1 method="wB97M-V/def2-TZVPD" smiles="[H]/N=C(/C)C#N.C/C=C/O" de_lowest_kcal_mol=55.6 orbital_gap_ev=9.090 total_energy_ev=-11409.67664 max_force_ev_per_a=3.5 lumo_energy_ev=0.32
H 0.94983 -0.98802 2.33458 -0.2 -0.2 -0.7 0.2637
N 1.47720 -0.49821 1.60367 -0.6 1.5 -0.7 -0.7131
C 0.79504 0.47988 1.08163 0.6 -0.5 3.4 1.0888
C 1.44327 1.69417 0.47841 0.2 -0.4 -1.1 -1.2682
C -0.56508 0.71150 1.65770 -0.7 -0.1 0.1 0.1035
N -1.59462 0.83807 2.17939 1.2 -0.1 -0.7 -0.4954
H 1.24101 1.72700 -0.59461 -0.1 0.2 0.0 0.2888
H 2.52705 1.66271 0.60987 -0.2 -0.2 0.1 0.3810
H 1.06179 2.61647 0.92221 -0.1 -0.2 0.1 0.3333
C -0.21371 -2.18539 -0.74962 0.3 0.1 0.5 -1.2837
C -0.17521 -0.73580 -1.12857 -2.0 0.3 -1.2 -0.0711
C -1.29700 0.03021 -1.09550 1.5 -0.9 0.0 -0.2263
O -1.32607 1.26434 -1.66091 -0.5 0.6 0.2 -0.4809
H -0.87251 -2.34572 0.10927 0.0 -0.1 -0.1 0.2859
H -0.55368 -2.80654 -1.58179 0.1 0.0 0.1 0.3528
H 0.78697 -2.51338 -0.45515 -0.1 -0.1 0.0 0.3512
H 0.63599 -0.42416 -1.78263 0.1 0.3 0.3 0.3556
H -2.21607 -0.26921 -0.60448 0.1 -0.2 0.1 0.3770
H -2.10418 1.74208 -1.32346 0.5 -0.2 -0.3 0.3571

---

No. 7
9
Properties=species:S:1:pos:R:3:forces:R:3:mulliken_charge:R:1 method="wB97M-V/def2-TZVPD" smiles=FC1(F)NO[C@@]1(F)Cl de_lowest_kcal_mol=62.0 orbital_gap_ev=11.215 total_energy_ev=-26299.34540 max_force_ev_per_a=5.4 lumo_energy_ev=0.86
F -0.08681 0.95521 1.70107 0.2 -0.7 -0.3 -0.2436
C -0.50141 0.26292 0.63097 0.6 0.3 -3.2 0.4477
F -1.83755 0.49888 0.52383 1.1 -0.1 0.0 -0.2448
N -0.18191 -1.14421 0.48083 -1.8 1.5 0.3 -0.2021
O 0.57756 -1.02108 -0.72996 1.3 -1.4 0.9 -0.2530
C 0.51225 0.34339 -0.90780 -2.8 -0.3 4.6 0.5363
F 1.65465 0.97842 -0.71155 0.3 0.2 -0.5 -0.1964
Cl -0.34866 0.65296 -2.30980 -0.2 1.0 -1.5 -0.1192
H 0.21189 -1.52650 1.32241 1.4 -0.5 -0.2 0.2750

---

No. 8
6
Properties=species:S:1:pos:R:3:forces:R:3:mulliken_charge:R:1 method="wB97M-V/def2-TZVPD" de_lowest_kcal_mol=68.5 orbital_gap_ev=10.401 total_energy_ev=-5082.21643 max_force_ev_per_a=15.5 lumo_energy_ev=-0.55
C 0.80202 0.15896 -0.31918 12.3 -5.4 7.9 -0.3184
C -1.07481 -0.28496 0.54421 -3.7 0.1 0.2 0.5348
N 0.18631 -0.55636 0.56621 4.6 -0.1 0.9 -0.4323
N -2.18843 0.02248 0.52952 0.2 -0.2 0.1 -0.3945
H 2.13851 0.25432 -0.49026 -4.8 -0.5 0.7 0.2281
H 0.13640 0.40557 -0.83050 -8.6 6.0 -9.8 0.3822